# 1
Molecular formula: C5H7NO
Method: DFT, wB97M-V/def2-TZVPD

Results
ΔE to the lowest compared entry with this formula, charge and spin, kJ/mol: 448.7
Orbital gap, eV: 9.5
Highest occupied orbital energy, eV: -8.88
Lowest unoccupied orbital energy, hartree: 0.023
Total energy, eV: -8831.553

```
! wB97M-V def2-TZVPD RIJCOSX def2/J DEFGRID3
* xyz 0 1
C 1.48335 -1.94960 2.24658
C 0.45952 -1.03319 0.28140
C 0.27828 -1.84611 1.83940
C 0.10033 0.41983 -0.67262
C -1.33216 2.14559 -1.45442
N -0.94201 1.04789 -0.55029
O 2.60767 -1.96053 2.50751
H 1.57139 -1.11397 0.19800
H -0.03598 -1.68477 -0.56986
H -0.56714 -2.26668 2.46197
H 0.82030 0.78528 -1.42854
H -0.78070 2.34727 -2.38560
H -2.39782 1.99957 -1.59244
H -1.26500 3.10941 -0.88109
*
```


# 2
Molecular formula: C6H13NO
Method: DFT, wB97M-V/def2-TZVPD

Results
ΔE to the lowest compared entry with this formula, charge and spin, kJ/mol: 72.8
Orbital gap, eV: 10.3
Highest occupied orbital energy, eV: -9.29
Lowest unoccupied orbital energy, hartree: 0.037
Total energy, eV: -9970.420

```
! wB97M-V def2-TZVPD RIJCOSX def2/J DEFGRID3
* xyz 0 1
C -0.67617 1.67514 -0.91614
C 0.26419 2.24535 -1.99562
C -0.67902 0.17817 -1.08157
N -1.22097 -0.63882 -0.09179
C -0.80375 -0.55491 1.33035
C 0.66327 -0.80970 1.55156
C 1.11587 -2.21035 1.20884
O -0.29856 -0.38898 -2.09252
H -0.43573 2.06143 0.05883
H -1.66929 2.12062 -1.11131
H 1.32101 1.97408 -1.75809
H 0.23720 3.34394 -1.99895
H 0.12689 1.96913 -3.06137
H -1.24746 -1.59362 -0.41864
H -1.42027 -1.34941 1.78518
H -1.10957 0.43770 1.65057
H 0.84066 -0.65423 2.63589
H 1.20129 -0.02347 0.96225
H 2.13693 -2.18332 0.82788
H 1.21329 -2.90899 2.05496
H 0.44018 -2.68975 0.45969
*
```


# 3
Molecular formula: C4H7N3
Method: DFT, wB97M-V/def2-TZVPD

Results
ΔE to the lowest compared entry with this formula, charge and spin, kJ/mol: 558.0
Orbital gap (alpha / beta), eV: 7.4 / 7.4
Highest occupied orbital energy (alpha / beta), eV: -8.63 / -8.63
Lowest unoccupied orbital energy (alpha / beta), hartree: -0.047 / -0.047
Total energy, eV: -8725.896

```
! wB97M-V def2-TZVPD RIJCOSX def2/J DEFGRID3
* xyz 0 1
C -2.25429 0.21240 -0.20032
C -1.76387 -0.81081 0.54029
N 0.60782 0.76878 0.73819
C 1.49536 0.13893 0.05219
N 1.17260 -1.01723 -0.55851
C 2.84861 0.72741 -0.14557
N 3.87846 1.22018 -0.29797
H -0.60108 -0.23214 -1.01977
H -1.96165 1.22943 0.05000
H -3.15344 -0.03979 -0.78261
H -2.07884 -1.79633 0.24657
H -1.13967 -0.75149 1.42594
H 1.00492 1.59300 1.14302
H 1.94506 -1.24235 -1.19145
*
```


# 4
Molecular formula: C23H48BrFILiN6O7
Method: DFT, wB97M-V/def2-TZVPD

Results
Orbital gap, eV: 3.6
Highest occupied orbital energy, eV: -5.77
Lowest unoccupied orbital energy, hartree: -0.080
Total energy, eV: -128955.148

```
! wB97M-V def2-TZVPD RIJCOSX def2/J DEFGRID3
* xyz 0 1
C -0.78942 1.02223 4.67976
C -1.66837 -0.02319 5.40829
O -2.75451 0.24560 5.79400
O -1.07667 -1.24701 5.54424
C -1.96724 -2.22648 6.09095
C -2.97760 -2.79156 5.03347
C -2.20915 -3.61856 3.94839
C -2.68702 -3.37325 2.48509
C -2.39337 -1.91187 1.96094
O -1.39635 -1.25854 2.72785
C -3.67416 -1.11818 2.12688
N -4.43784 -0.31966 1.91104
C -1.94517 -1.85568 0.48182
C -1.97832 -0.39089 -0.09499
I -3.20052 -3.12139 -0.90564
C -0.53669 -2.39173 0.29036
N 0.56117 -2.62997 0.43728
H -0.88480 1.98672 5.20535
H -1.09989 1.11440 3.61909
H 0.25652 0.64733 4.64725
H -2.50778 -1.89095 6.99724
H -1.33443 -3.09111 6.39122
H -3.63557 -2.00058 4.62964
H -3.64219 -3.48094 5.60324
H -1.11090 -3.50095 4.07314
H -2.41201 -4.69500 4.16584
H -3.78563 -3.52194 2.45466
H -2.22460 -4.15403 1.85182
H -0.63607 -1.84012 2.86526
H -0.94878 0.08413 -0.16486
H -2.38574 -0.45317 -1.12737
H -2.63691 0.30761 0.45070
O -1.06985 -6.23724 0.82040
H -1.25859 -7.12474 0.45302
H -1.18919 -5.52576 0.13211
H -0.17843 -6.19628 1.22561
O -0.42843 2.07637 -0.44532
H 0.46285 2.06285 -0.10424
N 2.45797 3.17133 1.02353
H 3.29947 3.56430 1.44442
H 2.48646 3.32464 -0.00987
H 2.41012 2.17076 1.22174
H 1.63187 3.63365 1.40822
C 1.89553 2.00289 -3.21295
C 1.25303 3.39942 -3.23482
O 1.73117 4.07796 -2.18172
H 1.64147 1.45775 -2.29935
H 1.53387 1.40807 -4.06133
H 2.98835 2.05714 -3.29668
H 0.16019 3.21253 -3.28456
H 1.46191 3.79619 -4.25501
Li 4.53827 1.28251 -3.12203
C 6.33559 2.00362 -7.53278
C 5.51723 2.06531 -6.31247
N 4.88062 2.10430 -5.37513
H 5.70342 1.77479 -8.38908
H 6.82703 2.96142 -7.69726
H 7.09098 1.22646 -7.42944
F 4.41544 -0.99136 -4.43922
C -3.76805 3.89857 -0.68988
C -2.44812 4.51536 -0.25382
C -1.70161 3.69334 0.78856
O -2.32189 3.83581 2.07546
C -3.24580 2.78515 2.38740
N -2.73713 5.84811 0.37682
H -4.52777 3.94624 0.09342
H -4.16633 4.42313 -1.56197
H -3.62763 2.85418 -0.96728
H -1.81870 4.69485 -1.12641
H -0.69066 4.09909 0.89793
H -1.59228 2.64701 0.48141
H -3.00670 1.86870 1.84817
H -4.26424 3.09795 2.14855
H -3.19825 2.58849 3.45830
H -3.42233 6.40208 -0.13767
H -1.88700 6.40219 0.49690
H -3.09431 5.66632 1.32753
Br -5.69309 -3.49753 -1.87235
N 6.52188 -4.84793 -4.65626
C 5.27401 -4.88207 -5.21825
C 4.35524 -4.74468 -4.21402
C 5.07419 -4.61730 -2.99787
C 6.40803 -4.68214 -3.30256
H 7.38585 -4.93010 -5.15909
H 5.14986 -5.00110 -6.28161
H 3.28495 -4.73351 -4.33734
H 4.65912 -4.49021 -2.01096
H 7.28337 -4.62484 -2.67650
*
```


Number 1: molecular weight 97.1 g mol⁻¹. Number 2: molecular weight 115.2 g mol⁻¹. Number 3: molecular weight 97.1 g mol⁻¹. Number 4: molecular weight 753.4 g mol⁻¹.